Here is a 16-piece molecular cluster, H32O16 overall from the Open Molecules 2025 dataset. Energies are from ωB97M-V/def2-TZVPD.

Atoms and positions in Å:
H 7.448 -13.141 6.216
O 8.387 -15.730 7.762
H 7.342 -13.005 3.964
H 6.810 -17.472 4.144
H 8.422 -14.921 4.012
H 5.727 -15.769 1.937
H 6.626 -13.551 2.879
H 2.661 -15.278 6.266
H 9.125 -16.159 4.015
H 5.981 -18.662 6.396
H 7.451 -15.638 7.721
H 4.066 -15.855 8.087
O 5.057 -18.624 6.593
O 3.438 -16.323 7.520
H 6.107 -15.706 3.361
H 3.984 -16.634 3.662
H 7.657 -18.654 3.939
O 6.201 -15.939 5.546
O 4.537 -12.723 5.173
O 2.327 -14.752 5.538
H 2.629 -16.273 8.007
O 3.253 -17.161 3.972
H 4.631 -19.241 5.973
H 4.686 -17.414 9.563
H 5.402 -14.280 7.671
H 6.176 -14.995 5.426
H 1.914 -15.383 4.953
H 8.584 -15.283 6.970
H 6.075 -12.544 6.136
O 7.932 -18.579 6.818
O 6.917 -12.512 6.604
O 6.769 -18.374 3.835
H 5.471 -16.133 6.096
H 7.595 -17.734 6.648
H 9.852 -14.654 5.405
H 5.896 -14.655 9.108
H 3.596 -18.021 4.158
H 3.719 -13.192 5.127
O 5.665 -14.995 8.230
H 8.695 -18.299 7.334
H 5.161 -17.993 8.199
H 4.951 -13.138 4.440
O 5.451 -17.820 9.114
O 9.032 -14.146 5.490
O 5.373 -15.955 2.784
O 6.575 -13.484 3.850
O 8.494 -15.705 3.486
H 9.442 -13.332 5.720

Forces on the atoms, in the same order (eV/Å):
H 1.7 -2.3 -1.1
O 0.9 -1.0 1.1
H 2.7 2.0 1.3
H -0.3 0.6 0.2
H -0.6 1.0 0.2
H 0.2 -0.1 -1.6
H -0.7 -0.4 0.2
H 0.5 -0.4 0.2
H 0.8 -1.3 0.3
H 1.0 -0.5 -0.3
H -1.8 -0.2 0.6
H 0.5 0.0 0.0
O -1.3 -0.3 -0.5
O 0.2 0.1 -0.2
H -0.1 -0.3 0.3
H 0.6 0.2 -0.4
H 1.3 -0.8 0.2
O 1.5 -0.1 -0.9
O -0.2 0.7 0.8
O -0.2 1.1 -0.2
H -1.0 -0.2 0.4
O -1.4 0.4 0.3
H 0.3 0.4 0.4
H 0.6 -0.5 -0.4
H 0.0 1.3 -0.3
H 0.0 0.7 -0.2
H 0.1 -0.4 -0.4
H 0.9 0.9 -1.5
H -0.5 0.2 -0.2
O 1.2 -1.6 0.2
O -1.4 2.1 1.6
O -1.1 -0.1 -0.2
H -1.6 -0.7 0.9
H -1.1 2.3 -0.6
H -0.2 -0.5 -0.1
H 0.0 0.1 -0.4
H 0.5 -0.7 0.1
H -1.8 -0.6 0.8
O 0.1 -0.9 0.9
H 0.1 -0.4 0.4
H -0.2 -0.2 0.4
H 1.2 -0.1 -1.1
O -0.4 0.4 0.6
O 0.8 -0.6 -0.1
O 0.1 0.5 1.0
O -1.4 -1.6 -2.1
O -0.5 -0.2 -1.1
H 0.1 1.8 0.6

Output
ΔE to the lowest compared entry with this formula, charge and spin = 5.127 eV
Charge = 0
Lowest unoccupied orbital energy = -0.0227 Ha

***

Here is a 16-piece molecular cluster, H32O16 overall from the Open Molecules 2025 dataset. Energies are from ωB97M-V/def2-TZVPD.

Atoms and positions in Å:
H -18.537 -1.852 19.170
O -22.480 -2.511 15.771
H -22.762 1.544 18.489
H -19.367 1.015 12.678
H -21.455 -0.172 17.677
H -20.859 2.519 16.714
O -18.968 0.710 16.513
H -20.921 1.873 19.848
O -21.529 -1.177 20.735
H -20.179 -1.595 14.473
H -18.216 0.106 16.393
H -18.934 0.407 18.897
H -21.020 -1.965 13.269
O -19.001 -2.253 15.695
O -24.449 -0.537 15.935
H -19.492 -3.061 15.901
O -21.720 1.366 19.751
O -23.442 1.485 17.783
H -22.027 -1.730 15.959
H -24.209 1.232 18.250
H -19.046 -1.718 17.714
O -23.414 -1.730 18.365
H -20.458 -0.204 16.531
O -20.694 -1.245 13.771
H -21.606 1.073 15.842
H -24.221 -1.543 18.871
H -18.709 1.480 16.005
O -21.397 -0.359 16.715
O -21.407 1.859 15.331
O -21.362 -3.221 19.091
H -21.550 -1.680 21.539
H -23.654 -1.533 17.467
H -20.656 1.620 14.771
H -25.353 -0.200 15.817
O -19.166 -1.368 18.613
O -20.611 2.844 17.583
H -21.540 -1.828 20.016
H -19.224 1.017 20.251
H -21.459 0.473 20.027
H -20.505 -2.858 18.845
O -18.937 1.234 19.389
H -18.095 -2.515 15.919
H -22.879 -2.356 14.911
O -19.402 1.040 13.649
H -20.008 2.232 17.982
H -19.950 0.245 13.826
H -24.104 0.139 16.474
H -21.959 -2.681 18.510

Forces on the atoms, in the same order (eV/Å):
H -0.1 0.2 -0.1
O -1.0 -3.1 -0.9
H 0.2 0.2 -0.2
H 0.1 0.3 0.5
H -0.4 0.0 -0.6
H -0.2 -0.1 -0.6
O 1.1 -0.9 0.1
H 0.2 0.7 -0.4
O 0.2 1.0 -0.1
H 0.8 -0.8 1.0
H -0.3 0.3 0.0
H -0.1 -0.2 -0.1
H -0.5 -1.0 -0.7
O 0.5 -0.6 0.9
O -1.8 -1.0 -1.1
H -0.4 0.0 -0.1
O -0.3 -0.5 0.5
O 0.7 0.2 -1.0
H 1.1 2.4 0.7
H -1.4 -0.3 0.9
H -0.1 0.2 0.0
O -0.5 0.2 1.1
H 0.2 0.3 -0.1
O -0.5 1.5 -0.4
H -0.5 -0.4 0.1
H 0.6 -0.2 0.0
H -0.2 0.5 -0.3
O 0.3 -0.3 1.3
O -0.1 0.7 -0.8
O 0.0 0.4 -0.9
H 0.0 -0.3 0.5
H -0.3 0.0 -1.2
H -0.2 0.4 -0.2
H 0.2 -0.5 -0.3
O 0.4 -0.7 -0.2
O 0.0 1.3 0.8
H -0.1 -0.5 0.2
H -0.3 -0.5 1.5
H -0.5 -0.2 0.4
H 0.2 -0.2 0.1
O 0.8 0.9 -1.1
H 0.0 0.2 -0.5
H -0.2 0.0 0.1
O 0.2 -0.3 -0.6
H 0.5 -0.5 0.2
H 0.3 0.2 -0.4
H 1.6 1.9 1.2
H -0.3 -0.9 0.4

Output
ΔE to the lowest compared entry with this formula, charge and spin = 4.549 eV
Charge = 0
Lowest unoccupied orbital energy = -0.0283 Ha

***

Here is H33O16 as an isolated structure from the Open Molecules 2025 dataset. Energies are from ωB97M-V/def2-TZVPD.

Atoms and positions in Å:
H 3.666 0.805 2.644
H -2.416 1.631 -1.904
O 0.994 1.258 -0.496
H -3.796 -2.799 0.713
H -0.254 3.531 1.343
O -1.679 -1.138 -0.494
H -0.700 -1.229 -0.401
O 1.877 3.999 1.859
H -0.781 -4.446 2.465
O 5.188 1.412 -1.138
H 2.405 -0.499 1.236
H -1.293 2.396 -0.559
H 3.656 -1.144 4.455
O -4.343 -2.025 0.924
H 0.493 -1.196 -1.690
H 0.688 2.060 -0.902
O -3.047 1.464 -2.893
H -4.790 -1.167 -2.100
H -1.843 -1.369 0.435
H -1.987 -4.078 -0.790
O 1.066 -1.487 -0.978
H 0.448 -5.062 2.777
O -3.937 -0.932 -2.485
O -2.047 1.842 -0.770
O 1.572 -0.608 1.694
H -1.216 0.297 -5.624
H 1.419 -1.506 1.984
O 3.974 -0.334 4.058
H 2.007 4.702 2.497
H -4.532 -2.108 1.864
O -1.614 0.340 -4.750
O -2.812 -3.588 -0.859
H -3.897 -1.271 -3.384
O -0.274 2.590 1.564
H -2.219 1.040 -0.250
H 5.855 1.774 -1.730
H 2.701 3.779 1.417
H -3.411 0.552 -2.767
O 3.875 1.688 2.299
H 4.248 0.342 4.679
O 0.119 -4.153 2.684
H -2.697 1.398 -3.780
H 4.064 1.666 1.357
H 0.848 1.219 0.459
H 5.692 0.750 -0.663
H -2.412 -2.849 -1.351
H 0.506 2.643 2.159
H -0.934 0.517 -4.094
H 1.569 -0.708 -0.714

Forces on the atoms, in the same order (eV/Å):
H 0.1 0.0 -0.2
H 0.0 0.6 -0.3
O 0.6 -1.2 -0.6
H -0.2 0.1 -0.4
H -0.3 0.0 -0.2
O 1.2 0.3 1.1
H -0.1 0.3 -0.6
O -0.5 0.2 -0.2
H -0.2 0.9 0.0
O 0.0 0.1 0.0
H 0.3 -0.6 0.2
H 0.2 -0.5 0.8
H 0.0 0.2 0.6
O 0.3 -0.1 0.3
H 0.4 0.2 -0.4
H 0.1 0.5 0.5
O -0.5 0.1 0.9
H 0.0 -0.1 0.0
H -1.1 0.0 -0.2
H -0.1 -0.9 0.4
O -0.1 -0.6 0.0
H 0.9 0.4 0.2
O 0.2 0.2 -0.2
O -1.1 0.0 -0.8
O -0.6 1.1 0.1
H 0.2 0.1 0.1
H 0.4 -0.4 -0.2
O 0.1 0.0 -1.0
H 0.5 0.1 0.0
H -0.1 0.1 0.0
O -0.4 0.0 0.1
O 0.9 0.0 -0.6
H -0.3 -0.4 0.0
O 0.1 0.4 0.5
H 1.0 0.0 0.4
H -0.1 0.2 -0.1
H 0.3 0.1 0.4
H -0.7 -0.4 0.5
O -0.1 0.5 -0.1
H -0.1 -0.4 0.5
O -0.7 -1.3 -0.2
H 0.8 0.3 -0.9
H 0.1 -0.4 0.0
H -0.4 0.7 -0.2
H 0.0 -0.3 0.3
H -0.9 0.5 0.3
H -0.3 -0.5 -0.3
H 0.4 -0.2 -0.3
H -0.3 0.2 -0.2

Output
ΔE to the lowest compared entry with this formula, charge and spin = 2.791 eV
Charge = +1
Lowest unoccupied orbital energy = -0.1010 Ha

***

Here is a 17-piece molecular cluster, H33O17 overall from the Open Molecules 2025 dataset. Energies are from ωB97M-V/def2-TZVPD.

Atoms and positions in Å:
H -0.943 -1.427 -4.081
H -1.819 3.827 2.397
O 2.747 -5.299 -1.690
H -1.678 -2.107 -1.454
H -0.682 0.732 -1.386
H 1.836 -5.429 -2.029
O -1.537 -3.103 -1.682
H -2.120 3.311 3.671
H 3.521 4.117 -2.319
O 0.883 2.932 -0.429
H 1.078 2.025 -0.221
H -3.653 4.074 -1.765
O 0.359 0.328 0.345
H 1.887 -2.977 0.779
H -2.857 2.655 -0.686
O 3.443 4.617 -1.411
H 0.927 3.678 0.191
H 1.961 -2.266 2.509
O -4.132 3.495 -2.307
H -2.557 -0.485 4.682
O -2.876 3.079 0.216
H 4.178 -2.340 -1.794
H -1.648 -0.089 -0.829
O -1.243 -2.114 -4.675
O -3.477 -0.125 4.312
H -1.735 -2.827 -4.470
H 1.886 -1.182 3.771
H -1.342 0.610 1.387
O 1.286 -2.170 0.921
H -1.053 -2.750 1.814
H 0.758 -0.036 1.163
H 2.431 -1.345 0.041
H 0.067 -1.694 1.899
O -1.682 0.397 -1.461
O -1.500 1.091 2.235
O 4.937 -2.079 -2.180
H -3.093 2.386 0.813
O 2.039 -2.139 3.421
O 2.786 -0.700 -0.699
O -1.935 4.202 3.165
H 3.370 -4.920 -2.459
H 3.211 0.142 -0.713
H -3.615 3.123 -2.908
H -3.299 -0.397 3.464
O -0.951 -1.865 2.021
H 5.344 -1.927 -1.394
H -2.002 1.822 1.987
H 0.754 -0.407 -0.046
H 2.529 4.879 -1.161
H -0.792 -3.326 -0.957

Forces on the atoms, in the same order (eV/Å):
H -0.7 -0.9 0.9
H 1.2 -2.3 -7.3
O 1.6 1.0 -2.3
H 0.3 -2.6 -0.8
H -3.3 -0.6 -0.6
H 1.0 0.4 -0.1
O 2.2 1.9 3.2
H 0.5 2.8 -0.7
H -1.1 1.6 2.9
O -0.5 2.0 -1.8
H 0.1 -0.3 1.5
H 1.1 1.2 1.0
O -0.2 1.2 2.1
H -1.6 1.6 0.3
H 0.0 0.2 1.5
O 0.4 -0.8 -1.9
H 0.2 -1.6 0.3
H -0.7 0.8 -2.9
O -4.8 1.2 2.8
H -3.0 1.4 -0.6
O 0.5 0.6 -1.8
H -5.2 -1.3 1.2
H 0.0 -9.6 12.5
O 3.0 3.8 -3.4
O 2.8 -0.6 4.4
H -2.3 -3.0 2.5
H 0.4 -2.8 -1.8
H 0.2 0.3 0.9
O 2.7 -1.7 -1.4
H 0.0 -2.6 -0.7
H -0.5 1.3 0.7
H 0.2 1.8 -0.1
H -2.4 -1.4 0.0
O 3.1 10.3 -11.9
O 1.0 -2.3 -0.1
O 2.2 0.2 -4.6
H -0.7 -0.9 0.4
O 0.5 2.3 5.4
O -0.8 -2.3 -0.9
O -1.7 -0.4 7.9
H -2.6 -1.3 2.4
H 0.3 0.4 1.2
H 3.7 -2.3 -4.0
H 0.2 -0.7 -3.8
O 1.3 3.7 0.9
H 3.0 1.2 3.4
H -1.0 1.9 -0.5
H 1.0 -2.5 -3.0
H 0.8 -0.9 -1.1
H -2.4 0.7 -2.4

Output
ΔE to the lowest compared entry with this formula, charge and spin = 7.632 eV
Charge = -1
Lowest unoccupied orbital energy = 0.0860 Ha